No. 1
A molecular structure, C33H34Br2FN5OSSeSiZr, computed with the ωB97M-V functional and the def2-TZVPD basis.

ORCA input file:
```
! wB97M-V def2-TZVPD RIJCOSX def2/J DEFGRID3
* xyz 0 1
Zr 0.483 0.483 -0.038
C 0.604 4.348 -2.448
Si -0.600 3.231 -1.550
C -0.435 3.600 0.279
C -2.363 3.592 -2.058
N -0.239 1.528 -1.755
C -0.585 0.865 -2.921
C -0.839 1.436 -4.175
C -1.167 0.650 -5.270
C -1.251 -0.732 -5.172
C -0.997 -1.338 -3.948
C -0.682 -0.520 -2.898
F -0.384 -1.091 -1.662
H 0.315 5.393 -2.307
H 0.651 4.158 -3.522
H 1.607 4.219 -2.034
H -0.645 4.667 0.403
H 0.570 3.437 0.674
H -1.148 3.065 0.912
H -2.632 4.608 -1.756
H -3.041 2.898 -1.557
H -2.532 3.509 -3.132
H -0.760 2.508 -4.295
H -1.349 1.129 -6.224
H -1.494 -1.334 -6.036
H -1.025 -2.411 -3.812
Br 2.659 3.089 2.695
C 2.064 1.555 3.612
C 2.650 1.275 4.859
C 2.235 0.203 5.583
Br 3.058 -0.137 7.256
C 1.204 -0.640 5.101
C 0.702 -1.743 5.826
C -0.305 -2.496 5.301
C -0.799 -2.151 4.031
N -0.352 -1.150 3.317
C 0.636 -0.369 3.829
C 1.086 0.760 3.057
O 0.547 1.027 1.884
H 3.428 1.925 5.231
H 1.121 -1.971 6.795
H -0.721 -3.339 5.835
H -1.605 -2.737 3.596
S -2.335 0.454 0.437
C -2.611 -1.208 0.346
N -1.747 -2.056 0.974
C -1.747 -3.380 0.764
C -2.718 -3.929 -0.019
C -3.683 -3.036 -0.515
N -3.641 -1.735 -0.351
H -1.050 -1.633 1.616
H -0.953 -3.936 1.243
H -2.758 -4.988 -0.218
H -4.529 -3.413 -1.081
C 3.585 -4.130 0.639
C 2.516 -3.620 1.615
C 3.187 -3.074 2.883
C 1.574 -4.770 1.994
C 1.765 -2.528 0.974
C 1.224 -1.560 0.471
H 4.161 -4.934 1.102
H 4.269 -3.326 0.368
H 3.126 -4.512 -0.274
H 3.782 -3.857 3.359
H 2.437 -2.729 3.597
H 3.839 -2.234 2.642
H 2.138 -5.572 2.473
H 1.086 -5.182 1.108
H 0.812 -4.428 2.698
Se 2.921 1.412 -0.438
C 2.800 0.623 -2.190
C 2.801 -0.757 -2.366
C 2.671 -1.269 -3.653
N 2.557 -0.522 -4.744
C 2.573 0.800 -4.565
C 2.688 1.414 -3.331
H 2.894 -1.424 -1.520
H 2.659 -2.345 -3.804
H 2.482 1.403 -5.463
H 2.679 2.492 -3.255
*
```

Results of the Löwdin charge analysis, in e, for atoms 1 through 8:
1. Zr 1.332
2. C -0.166
3. Si 0.357
4. C -0.191
5. C -0.159
6. N -0.261
7. C -0.319
8. C -0.039

***

No. 2
A molecular structure, C35H37BrMnP2, computed with the ωB97M-V functional and the def2-TZVPD basis.

ORCA input file:
```
! wB97M-V def2-TZVPD RIJCOSX def2/J DEFGRID3
* xyz 0 6
Mn -0.301 1.348 -2.258
C -1.751 1.001 -5.900
C -1.822 -0.318 -5.680
C -1.232 -1.339 -6.636
C 0.154 -0.983 -7.252
C 1.074 -0.184 -6.357
C 1.131 1.171 -6.316
C 0.219 2.072 -7.093
C -1.230 1.576 -7.195
C 1.077 0.074 -0.173
H -2.244 1.729 -5.267
H -2.558 -0.752 -4.983
H -1.962 -1.455 -7.453
H -1.135 -2.319 -6.147
H 0.670 -1.946 -7.445
H 0.017 -0.470 -8.223
H 1.885 -0.776 -5.947
H 2.069 1.660 -6.043
H 0.651 2.127 -8.114
H 0.232 3.096 -6.680
H -1.883 2.428 -7.460
H -1.280 0.812 -7.988
H 0.985 1.035 0.365
H 2.007 -0.372 0.241
H 0.250 -0.589 0.124
P -1.586 -0.756 -2.539
P 1.746 -0.001 -1.866
C -0.228 -1.313 -3.546
C 1.056 -0.867 -3.325
C -2.558 -2.177 -1.988
C -2.885 -3.183 -2.920
C -3.598 -4.310 -2.509
C -3.948 -4.470 -1.170
C -3.610 -3.482 -0.237
C -2.919 -2.335 -0.628
C -2.793 0.607 -2.998
C -2.296 1.941 -3.028
C -3.185 3.018 -3.023
C -4.555 2.787 -2.932
C -5.046 1.481 -2.891
C -4.172 0.398 -2.886
C 3.312 -1.003 -1.627
C 3.113 -2.332 -1.202
C 4.210 -3.155 -0.913
C 5.509 -2.667 -1.077
C 5.713 -1.364 -1.544
C 4.621 -0.524 -1.825
C 2.328 1.705 -2.372
C 2.573 2.631 -1.337
C 2.931 3.948 -1.625
C 3.072 4.385 -2.945
C 2.914 3.458 -3.980
C 2.574 2.138 -3.689
H -0.363 -2.140 -4.250
H 1.792 -1.157 -4.087
H -2.548 -3.066 -3.952
H -3.859 -5.058 -3.249
H -4.477 -5.369 -0.862
H -3.893 -3.630 0.802
H -2.627 -1.565 0.094
H -1.202 2.235 -3.133
H -2.809 4.040 -3.070
H -5.240 3.632 -2.912
H -6.115 1.299 -2.817
H -4.537 -0.615 -2.748
H 2.088 -2.717 -1.111
H 4.041 -4.171 -0.553
H 6.364 -3.312 -0.869
H 6.725 -0.984 -1.687
H 4.772 0.491 -2.208
H 2.435 2.324 -0.302
H 3.093 4.667 -0.824
H 3.324 5.422 -3.178
H 3.055 3.776 -5.014
H 2.436 1.403 -4.470
Br -1.511 1.637 -0.011
*
```

Computed properties:
expectation value of S²: 8.792

Results of the Löwdin charge analysis, in e, for atoms 1 through 8:
1. Mn 0.146
2. C -0.099
3. C -0.146
4. C -0.183
5. C -0.175
6. C -0.109
7. C -0.124
8. C -0.188

***

Relative energy (zero: lowest compared OMol25 entry of this formula, charge and spin) values, unit eV, following the record order: 0.0000 0.8383.
Total energy values, unit Eh, following the record order: -10011.14441 -5763.31509.